ORCA calculation (ωB97M-V with the def2-TZVPD basis set) on a single C6H8N2 molecule.

Geometry as XYZ:
```
16
Properties=species:S:1:pos:R:3:forces:R:3:lowdin_charge:R:1
H 0.228 -1.159 -1.055 0.26 0.16 0.29 0.17
H -2.400 -1.524 -0.308 1.21 1.64 -0.26 0.07
H -2.180 1.245 -0.734 1.91 -0.48 -0.58 0.11
C -0.019 1.232 -1.132 -6.86 1.65 -1.23 -0.17
H 2.609 -0.991 1.131 -2.50 0.17 2.11 0.15
H -0.081 1.001 1.120 -1.77 1.37 2.44 0.11
H -0.056 -2.443 1.442 2.69 1.62 -0.15 0.18
C -1.587 -0.740 -0.089 -6.32 1.01 -2.32 -0.02
C 0.540 -1.468 1.071 -0.58 1.25 -1.84 -0.05
N 1.563 -0.641 1.270 3.52 -3.33 -1.62 0.04
H -0.197 2.221 -1.528 1.55 0.84 0.19 0.12
C -0.258 -0.853 -0.094 2.91 1.50 2.75 -0.44
C 1.470 0.814 -0.204 -0.20 -0.04 0.96 0.08
C 0.105 0.734 0.159 3.04 -3.37 0.31 -0.46
H 1.707 1.753 0.363 1.07 -0.60 -0.73 0.10
N -1.443 0.818 -1.411 0.07 -3.41 -0.32 -0.01
```
Positions in Å, forces in eV/Å.

Maximum force   7.161 eV/Å
Frontier orbital gap   5.058 eV
Highest occupied orbital energy   -6.5208 eV
Spin multiplicity   1
ΔE to the lowest compared entry with this formula, charge and spin   16.765 eV
M   108.1 Da
E_tot   -9314.9426 eV

ORCA calculation (ωB97M-V with the def2-TZVPD basis set) on a single C6H8N2 molecule.

Geometry as XYZ:
```
16
Properties=species:S:1:pos:R:3:forces:R:3:lowdin_charge:R:1
H -0.996 0.663 -2.762 1.23 -0.65 3.35 0.12
C 0.602 -0.276 1.748 0.51 -0.59 0.68 -0.07
C 0.513 -0.528 0.231 -2.45 -2.17 0.02 -0.27
C -0.382 0.268 -1.742 -3.30 -1.03 -1.91 -0.13
H 0.277 -2.740 -0.670 -0.29 0.09 0.80 0.11
H 0.240 2.810 0.580 -0.49 -2.35 -0.40 0.13
H 0.931 1.515 2.406 0.92 2.30 2.73 0.11
N -0.673 -1.147 -1.549 -1.35 0.48 -3.25 -0.08
C -0.043 -1.713 -0.505 -1.86 0.45 -0.99 -0.09
N 0.567 1.039 1.674 -0.87 0.06 -2.74 -0.06
H -1.548 -1.498 -2.273 4.08 0.34 2.53 0.24
H 1.335 -0.248 -0.402 2.09 0.57 0.00 0.13
H 0.916 -0.631 2.839 -0.45 -0.13 -3.23 0.14
H -1.447 0.202 0.203 0.00 1.16 -0.31 0.15
C 0.221 1.649 0.514 -0.07 3.04 1.29 -0.11
C -0.512 0.637 -0.292 2.32 -1.56 1.43 -0.30
```
Positions in Å, forces in eV/Å.

Maximum force   4.807 eV/Å
Frontier orbital gap   7.197 eV
Highest occupied orbital energy   -6.5341 eV
Spin multiplicity   1
ΔE to the lowest compared entry with this formula, charge and spin   8.195 eV
M   108.1 Da
E_tot   -9323.5122 eV

ORCA calculation (ωB97M-V with the def2-TZVPD basis set) on a 2-piece molecular cluster, C6H8N2O overall.

Geometry as XYZ:
```
17
Properties=species:S:1:pos:R:3:forces:R:3:lowdin_charge:R:1
C 1.778 0.483 1.135 -0.13 -0.03 -2.83 -0.04
O 0.369 0.682 1.031 2.68 -0.31 0.43 0.00
H 2.272 0.865 1.987 0.22 -0.02 0.76 0.10
C 2.273 0.162 -0.105 1.38 -0.81 1.51 -0.12
H -1.715 1.052 1.166 0.50 0.75 2.38 0.03
H -2.666 1.888 -0.090 0.04 -0.38 0.52 0.08
C 0.111 0.442 -0.270 -3.41 0.16 -3.20 -0.41
H 1.115 -0.579 -1.746 0.33 -0.55 -0.52 0.13
C 0.001 -2.375 0.072 -0.04 -0.17 -0.53 -0.08
H 3.303 -0.122 -0.413 -0.90 0.54 0.59 0.13
H -1.677 0.398 -1.668 1.49 -0.36 -0.41 0.10
H -2.977 0.197 0.410 -0.50 -0.36 -0.08 0.06
C -1.163 0.521 -0.717 -0.33 0.63 0.79 -0.12
H 1.081 -2.361 -0.088 -0.83 -0.12 0.47 0.07
N 1.259 0.097 -1.035 -1.12 1.26 1.87 0.07
N -1.148 -2.297 0.055 0.84 -0.43 0.31 0.11
C -2.216 0.944 0.277 -0.21 0.21 -2.06 -0.10
```
Positions in Å, forces in eV/Å.

Maximum force   4.680 eV/Å
Frontier orbital gap   7.824 eV
Highest occupied orbital energy   -7.1059 eV
Spin multiplicity   1
ΔE to the lowest compared entry with this formula, charge and spin   3.245 eV
M   124.1 Da
SMILES string   C/C=C1/NC=CO1.C#N
E_tot   -11376.1018 eV

ORCA calculation (ωB97M-V with the def2-TZVPD basis set) on a single C6H8N2O molecule.

Geometry as XYZ:
```
17
Properties=species:S:1:pos:R:3:forces:R:3:lowdin_charge:R:1
C 0.028 0.661 -0.664 -0.16 -0.73 -0.03 -0.16
H -1.211 -1.693 -1.479 -0.05 0.03 -0.03 0.09
C -0.839 -0.304 0.120 0.60 0.08 0.24 -0.54
H 0.833 2.750 -0.577 0.09 0.00 -0.12 0.11
N 2.507 0.008 -0.480 0.23 -0.72 0.22 0.17
C 0.682 1.861 0.018 0.32 0.03 0.61 -0.01
H 3.339 0.420 -0.057 -0.20 0.29 -0.04 0.07
C 1.452 0.647 -0.305 -0.07 0.99 -0.99 -0.35
H 0.460 2.061 1.058 -0.19 0.00 0.08 0.11
C -0.255 -0.374 1.507 -1.04 -0.18 -0.22 -0.16
H -1.324 -2.420 0.139 -0.03 -0.01 0.01 0.09
O -2.149 0.213 0.167 -0.01 0.01 0.07 0.03
H -0.276 0.765 -1.698 0.08 0.01 -0.08 0.16
H -2.716 -0.389 0.664 0.03 -0.01 -0.01 0.11
C -0.776 -1.712 -0.482 -0.03 0.25 -0.03 0.00
H 0.260 -2.034 -0.556 0.07 -0.04 0.03 0.09
N -0.018 -0.462 2.624 0.36 0.01 0.30 0.19
```
Positions in Å, forces in eV/Å.

Maximum force   1.403 eV/Å
Frontier orbital gap   10.389 eV
Highest occupied orbital energy   -9.6204 eV
Spin multiplicity   1
ΔE to the lowest compared entry with this formula, charge and spin   2.255 eV
M   124.1 Da
SMILES string   [H]/N=C1\C[C@@H]1[C@](C)(O)C#N
E_tot   -11377.0917 eV

ORCA calculation (ωB97M-V with the def2-TZVPD basis set) on a single C6H8N2O molecule.

Geometry as XYZ:
```
17
Properties=species:S:1:pos:R:3:forces:R:3:lowdin_charge:R:1
C -1.186 -0.403 1.593 1.74 1.50 -0.81 -0.18
C 1.788 -1.636 -0.134 2.14 -1.43 -3.03 -0.11
H 2.332 -0.773 -1.988 2.31 -0.28 -3.02 0.07
H -2.328 -1.946 2.280 -0.10 -3.52 0.60 0.00
C 0.056 -0.897 1.287 -4.13 0.26 0.72 -0.03
C -2.276 -0.944 2.233 -0.32 1.46 -0.18 0.00
H -3.188 -0.450 2.521 0.19 0.63 -0.27 0.05
H -0.228 3.027 -2.192 0.70 1.57 -0.90 0.05
H 2.363 -2.623 -0.174 -0.62 1.82 -0.20 0.14
H 0.291 2.501 -0.418 -0.61 0.33 -1.94 0.11
H -1.250 0.619 1.235 0.14 0.37 0.43 0.09
C 1.856 -0.612 -1.124 -3.26 -0.09 2.98 -0.10
N 0.955 0.350 -0.969 0.44 0.63 -0.78 0.05
H -1.069 1.701 -1.506 2.10 1.29 0.56 0.12
N 0.983 -1.519 0.880 1.15 -0.13 2.32 0.09
O 0.893 1.335 -2.012 1.69 -1.98 0.73 -0.18
C 0.008 2.269 -1.513 -3.56 -2.42 2.79 -0.16
```
Positions in Å, forces in eV/Å.

Maximum force   5.124 eV/Å
Frontier orbital gap (spin up / spin down)   6.645 / 8.017 eV
Highest occupied orbital energy (spin up / spin down)   -5.8292 / -9.3081 eV
Spin multiplicity   3
ΔE to the lowest compared entry with this formula, charge and spin   3.003 eV
M   124.1 Da
E_tot   -11371.5805 eV

ORCA calculation (ωB97M-V with the def2-TZVPD basis set) on a 2-piece molecular cluster, C6H8N2O2 overall.

Geometry as XYZ:
```
18
Properties=species:S:1:pos:R:3:forces:R:3:lowdin_charge:R:1
H -1.940 -1.035 -0.763 -3.05 -1.42 0.61 0.07
H -3.341 -2.060 0.145 0.45 0.70 -0.12 0.06
O 2.945 -2.085 0.135 -1.79 2.31 -0.10 0.04
N 0.838 1.467 0.030 0.51 -3.45 -0.06 0.14
H 2.667 2.491 0.166 -0.54 -1.50 -0.40 0.15
C 2.212 1.459 0.043 1.71 0.56 0.03 -0.09
H -4.442 0.260 0.770 1.91 -1.02 -0.65 0.08
C 2.334 -0.998 0.052 2.86 -0.37 -0.52 -0.45
C 0.137 0.251 -0.067 -0.61 -1.31 0.65 -0.34
N 0.975 -0.898 -0.049 -0.18 0.89 0.06 0.21
H 0.599 -1.819 -0.090 -1.23 -0.40 0.05 0.16
H -2.998 0.898 -0.286 -0.62 -0.17 1.04 0.05
H 4.088 0.425 0.003 -1.08 -0.22 0.00 0.12
C -2.887 -1.077 -0.128 -0.78 -4.73 -1.29 -0.14
C -3.437 0.026 0.244 -2.95 3.74 -0.27 -0.12
H 0.355 2.295 -0.097 -1.20 1.63 -0.10 0.13
O -1.085 0.068 -0.075 6.55 3.85 0.33 -0.06
C 2.982 0.333 -0.031 0.04 0.91 0.75 0.01
```
Positions in Å, forces in eV/Å.

Maximum force   7.607 eV/Å
Frontier orbital gap   9.513 eV
Highest occupied orbital energy   -9.1504 eV
Spin multiplicity   1
ΔE to the lowest compared entry with this formula, charge and spin   2.943 eV
M   140.1 Da
SMILES string   O=c1cc[nH]c(=O)[nH]1.C=C
E_tot   -13424.4306 eV

ORCA calculation (ωB97M-V with the def2-TZVPD basis set) on a 2-piece molecular cluster, C6H8N2O2 overall.

Geometry as XYZ:
```
18
Properties=species:S:1:pos:R:3:forces:R:3:lowdin_charge:R:1
C -1.079 2.053 -2.077 -0.13 0.56 0.74 -0.09
C 0.007 1.500 1.788 0.63 2.07 0.66 -0.23
H -1.329 1.320 -2.882 0.21 0.25 0.33 0.09
H 1.009 2.180 1.812 -2.06 -1.38 -0.01 0.16
H 0.305 -2.982 -0.711 0.98 0.62 1.58 0.13
H -2.075 -0.120 0.879 2.26 -0.81 0.44 0.16
C 0.163 0.231 1.043 2.33 0.21 -0.50 -0.31
H 1.402 -0.892 -1.281 0.12 -0.08 -1.03 0.10
C 1.477 -1.184 -0.255 1.87 -1.04 0.91 -0.22
O -0.530 1.706 -1.045 -0.96 0.90 -1.91 -0.02
H 0.709 -2.669 1.073 0.33 -0.76 0.68 0.10
N -0.936 -1.745 0.271 0.38 1.21 1.06 0.06
H -1.436 3.145 -2.294 0.71 -1.51 0.53 0.11
C 0.450 -2.222 0.144 -1.05 -1.45 -2.81 -0.22
C -1.004 -0.602 0.843 -3.16 -0.35 -1.69 -0.13
N 1.303 0.035 0.452 -1.17 0.99 2.11 0.11
H 2.608 -1.587 -0.064 -2.74 0.93 -0.54 0.17
O -1.045 1.834 2.305 1.46 -0.36 -0.54 0.04
```
Positions in Å, forces in eV/Å.

Maximum force   3.600 eV/Å
Frontier orbital gap   8.828 eV
Highest occupied orbital energy   -9.2589 eV
Spin multiplicity   1
ΔE to the lowest compared entry with this formula, charge and spin   3.827 eV
M   140.1 Da
SMILES string   O=CC1=NCCN=C1.C=O
E_tot   -13423.5464 eV